Record 1
The following is a quantum chemistry calculation of a structure of composition C15H23N6O3PdS3 in a non-equilibrium geometry, from the OMol25 dataset.

Positions of all 51 atoms, in Å:
Pd -0.064 -0.090 0.426
N -0.037 -2.510 0.120
N -0.746 -3.248 1.059
C -1.368 -2.591 2.023
N -2.039 -3.250 2.946
S -1.343 -0.866 2.100
H -0.426 -2.635 -0.809
H 0.939 -2.786 0.109
H -0.788 -4.256 0.981
H -2.109 -4.257 2.955
H -2.528 -2.754 3.676
O 1.252 2.079 -4.951
C 1.361 0.777 -5.042
C 1.696 0.287 -6.325
C 1.768 -1.049 -6.542
C 1.524 -1.978 -5.479
C 1.240 -1.539 -4.227
C 1.146 -0.161 -3.932
C 0.853 0.214 -2.585
O 0.672 -0.607 -1.682
N 0.808 1.634 -2.373
N 0.521 2.012 -1.234
C 0.628 3.441 -1.152
S 1.298 4.360 -2.402
C 0.695 5.948 -1.777
C 0.690 5.859 -0.267
S 0.062 4.230 0.200
H 1.023 2.325 -4.042
H 1.870 1.014 -7.107
H 2.009 -1.422 -7.530
H 1.573 -3.040 -5.676
H 1.087 -2.250 -3.430
H -0.297 6.113 -2.196
H 1.367 6.728 -2.133
H 0.037 6.607 0.181
H 1.687 5.952 0.165
C -1.089 2.867 3.789
N 0.154 2.076 3.855
C 0.886 2.117 5.143
C 0.582 1.365 2.842
C 1.813 0.530 3.013
O -0.060 1.434 1.720
H -1.682 2.659 4.676
H -1.654 2.602 2.904
H -0.851 3.929 3.773
H 0.502 2.950 5.724
H 1.950 2.267 4.990
H 0.729 1.198 5.706
H 2.677 1.159 3.229
H 2.013 -0.022 2.105
H 1.698 -0.167 3.844

The value obtained for the energy is -66969.08780 eV. The energy above the lowest of the compared OMol25 structures with the same formula, charge and spin comes out at 28.5 kcal per mole. Its LUMO energy (spin up / spin down) is -11.405 / -11.412 eV. For the molar mass, the calculation gives 538.01 g mol⁻¹. As for the charge: +3. The HOMO-LUMO gap (spin up / spin down) is 0.1809 / 0.1803 hartree.



Record 2
The following is a quantum chemistry calculation of the molecule C5H5ClF3NO2 in a non-equilibrium geometry, from the OMol25 dataset.

Positions of all 17 atoms, in Å:
C 2.366 -0.178 -1.446
O 0.999 -0.353 -1.035
C 0.830 -0.108 0.257
O 1.537 0.160 1.173
C -1.006 0.095 0.404
C -1.711 -1.152 -0.075
F -1.304 -1.558 -1.291
F -1.360 -2.213 0.796
F -3.048 -1.161 -0.054
C -1.248 0.881 1.623
N -1.255 1.439 0.251
Cl -0.088 2.631 -0.394
H 2.789 -1.085 -1.140
H 2.855 0.668 -0.879
H 2.225 -0.011 -2.528
H -2.190 0.755 2.120
H -0.391 1.189 2.217

The value obtained for the energy is -31522.67213 eV. The energy above the lowest of the compared OMol25 structures with the same formula, charge and spin comes out at 15.0 kcal per mole. Its LUMO energy is -0.110 eV. For the molar mass, the calculation gives 203.55 g mol⁻¹. The structure (SMILES) is COC(=O)[C@@]1(C(F)(F)F)CN1Cl. The HOMO-LUMO gap is 0.3501 hartree.



Record 3
The following is a quantum chemistry calculation of a cluster of 2 separate species, C3H7NO2 in total in a non-equilibrium geometry, from the OMol25 dataset.

Positions of all 13 atoms, in Å:
C 0.010 -1.587 -1.276
C -0.961 -1.142 -0.450
N -1.046 -1.462 0.878
H 0.381 -0.931 -2.039
H 0.515 -2.544 -1.207
H -1.902 -0.752 -0.819
H -0.184 -1.785 1.284
H -1.669 -0.990 1.511
O 0.151 1.499 -0.609
C 0.934 2.196 -0.066
O 0.803 2.581 1.243
H 1.795 2.735 -0.479
H 1.174 2.182 2.030

The value obtained for the energy is -8807.26411 eV. The energy above the lowest of the compared OMol25 structures with the same formula, charge and spin comes out at 75.3 kcal per mole. Its LUMO energy is 0.570 eV. For the molar mass, the calculation gives 89.09 g mol⁻¹. The structure (SMILES) is C=CN.O=CO. The HOMO-LUMO gap is 0.2878 hartree.



Record 4
The following is a quantum chemistry calculation of a structure of composition AlO8S2 in a non-equilibrium geometry, from the OMol25 dataset.

Positions of all 11 atoms, in Å:
Al -4.558 12.180 9.559
S -2.288 14.525 10.815
O -1.545 15.476 9.958
O -3.673 14.884 10.493
O -2.013 13.184 10.362
O -2.042 14.687 12.213
S -4.866 15.029 7.429
O -3.530 14.699 7.984
O -5.751 13.987 7.913
O -5.036 16.376 8.036
O -4.898 15.152 5.994

The value obtained for the energy is -44639.60043 eV. The energy above the lowest of the compared OMol25 structures with the same formula, charge and spin comes out at 0.0 kcal per mole. Its LUMO energy (spin up / spin down) is -4.845 / -5.348 eV. For the molar mass, the calculation gives 219.11 g mol⁻¹. Its multiplicity is 2. The HOMO-LUMO gap (spin up / spin down) is 0.2368 / 0.1878 hartree.



Record 5
The following is a quantum chemistry calculation of the molecule C5H8O, from the OMol25 dataset.

Positions of all 14 atoms, in Å:
C -1.321 -0.699 -0.599
C -0.386 0.490 -0.623
C -0.055 1.270 0.602
C 1.009 0.394 -0.017
C 1.388 -0.871 0.652
O 2.367 -1.521 0.365
H -1.486 -1.071 0.419
H -2.297 -0.427 -1.012
H -0.919 -1.529 -1.196
H -0.406 1.056 -1.552
H -0.479 0.920 1.543
H 0.070 2.347 0.538
H 1.817 0.855 -0.578
H 0.699 -1.213 1.457

The value obtained for the energy is -7361.10065 eV. The energy above the lowest of the compared OMol25 structures with the same formula, charge and spin comes out at 26.6 kcal per mole. Its LUMO energy is 1.055 eV. For the molar mass, the calculation gives 84.12 g mol⁻¹. The structure (SMILES) is C[C@H]1C[C@H]1C=O. The HOMO-LUMO gap is 0.3972 hartree.



Record 6
The following is a quantum chemistry calculation of the molecule C2H6N4O in a non-equilibrium geometry, from the OMol25 dataset.

Positions of all 13 atoms, in Å:
N -1.796 1.477 1.014
N -1.943 0.691 -0.038
C -0.971 0.066 -0.499
N 0.300 0.097 0.196
C 1.532 -0.309 -0.358
N 1.402 -1.618 -0.893
O 2.566 0.269 -0.220
H -0.931 1.291 1.678
H -2.653 1.756 1.671
H -1.055 -0.451 -1.511
H 0.526 0.941 0.701
H 2.297 -1.923 -1.254
H 0.725 -2.287 -0.487

The value obtained for the energy is -10178.08270 eV. The energy above the lowest of the compared OMol25 structures with the same formula, charge and spin comes out at 45.6 kcal per mole. Its LUMO energy is 0.768 eV. For the molar mass, the calculation gives 102.10 g mol⁻¹. The structure (SMILES) is N/N=C\NC(N)=O. The HOMO-LUMO gap is 0.3479 hartree.



Record 7
The following is a quantum chemistry calculation of a cluster of 11 separate species, C8H38O15 in total in a non-equilibrium geometry, from the OMol25 dataset.

Positions of all 61 atoms, in Å:
O 0.531 6.321 -5.007
C 1.206 6.809 -3.847
C 0.583 8.205 -3.566
O -0.784 8.040 -3.225
H -0.342 6.022 -4.740
H 0.982 6.217 -2.960
H 2.276 6.845 -4.052
H 0.717 8.718 -4.518
H 1.087 8.914 -2.909
H -0.858 7.402 -2.511
O 7.416 -5.287 0.416
C 6.641 -5.961 1.385
C 5.152 -5.584 1.324
O 4.531 -6.354 0.209
H 8.317 -5.339 0.745
H 6.909 -7.003 1.206
H 6.977 -5.770 2.404
H 5.011 -4.522 1.120
H 4.677 -5.736 2.293
H 4.620 -7.286 0.421
O -3.427 1.819 4.154
C -4.860 1.942 4.508
C -5.191 3.167 5.350
O -4.563 3.099 6.618
H -2.879 1.797 4.943
H -5.373 1.926 3.546
H -5.157 0.993 4.953
H -6.246 3.260 5.606
H -4.844 4.116 4.941
H -4.594 3.989 6.979
O -2.783 -3.665 -0.535
C -2.895 -4.361 0.720
C -3.153 -5.831 0.471
O -4.477 -5.992 -0.049
H -3.510 -3.864 -1.129
H -1.921 -4.251 1.196
H -3.612 -3.806 1.325
H -3.136 -6.536 1.302
H -2.450 -6.258 -0.243
H -4.638 -6.934 -0.141
O 0.965 0.733 -0.125
H 0.263 0.103 -0.290
H 1.309 0.490 0.734
O 4.061 -0.086 3.763
H 4.993 0.021 3.955
H 3.615 0.299 4.517
O 0.059 0.404 -5.793
H -0.037 1.155 -5.207
H -0.637 0.513 -6.440
O 0.861 -4.684 -3.513
H 0.036 -4.319 -3.193
H 1.209 -5.178 -2.771
O -3.355 3.255 -3.594
H -3.198 3.098 -2.663
H -4.288 3.463 -3.648
O -1.615 4.593 0.824
H -2.331 4.166 1.295
H -0.911 3.944 0.817
O 4.288 -0.646 -2.762
H 3.652 -0.106 -2.292
H 5.120 -0.477 -2.320

The value obtained for the energy is -39620.86292 eV. The energy above the lowest of the compared OMol25 structures with the same formula, charge and spin comes out at 75.1 kcal per mole. Its LUMO energy is 0.102 eV. For the molar mass, the calculation gives 374.38 g mol⁻¹. The structure (SMILES) is OCCO.OCCO.OCCO.OCCO.O.O.O.O.O.O.O. The HOMO-LUMO gap is 0.3674 hartree.



Record 8
The following is a quantum chemistry calculation of the molecule C4H5NO2 in a non-equilibrium geometry, from the OMol25 dataset.

Positions of all 12 atoms, in Å:
C 0.772 -0.963 0.998
C -0.968 -0.165 -0.509
N -0.566 0.179 -1.765
O 0.675 -1.577 -0.134
C 0.046 0.654 0.645
C 0.262 1.827 0.902
O -1.999 -0.597 -0.112
H 0.437 0.252 -1.870
H -0.981 -0.421 -2.468
H 1.774 -0.786 1.418
H 0.048 -1.244 1.787
H 0.500 2.842 1.107

The value obtained for the energy is -9809.12525 eV. The energy above the lowest of the compared OMol25 structures with the same formula, charge and spin comes out at 119.7 kcal per mole. Its LUMO energy (spin up / spin down) is -1.208 / -1.207 eV. For the molar mass, the calculation gives 99.09 g mol⁻¹. The HOMO-LUMO gap (spin up / spin down) is 0.2950 / 0.2951 hartree.



Record 9
The following is a quantum chemistry calculation of a structure of composition C2H25HgO11 in a non-equilibrium geometry, from the OMol25 dataset.

Positions of all 39 atoms, in Å:
Hg -1.547 -1.415 -0.664
C 1.144 0.533 0.002
C 0.025 0.847 0.993
O -1.216 0.462 0.441
H 2.073 1.142 -0.031
H 0.744 0.759 -0.931
H 1.455 -0.511 -0.036
H -0.068 1.906 1.180
H 0.119 0.272 1.926
O -1.384 0.416 -2.721
H -0.754 0.276 -3.401
H -1.215 1.301 -2.376
O 3.688 -2.141 -1.307
H 3.321 -2.199 -0.404
H 4.484 -2.641 -1.275
O -2.486 1.643 2.760
H -2.508 2.517 2.416
H -1.945 1.103 2.173
O 0.370 -2.030 -1.993
H 0.968 -1.325 -2.208
H 0.141 -2.397 -2.850
O 0.038 -2.451 0.793
H 0.603 -3.206 0.530
H 0.536 -1.792 1.244
O -2.608 2.544 -0.190
H -2.760 3.219 0.476
H -2.045 1.917 0.235
O -1.206 -0.918 4.058
H -1.742 -1.170 4.844
H -1.257 0.031 3.971
O -2.739 -1.600 1.707
H -3.425 -1.005 1.901
H -2.113 -1.521 2.456
O 2.435 -0.300 -2.695
H 2.288 0.553 -2.213
H 2.947 -0.846 -2.108
O 1.985 2.538 -2.537
H 2.541 2.666 -1.793
H 1.100 2.827 -2.360

The value obtained for the energy is -29168.84696 eV. The energy above the lowest of the compared OMol25 structures with the same formula, charge and spin comes out at 0.0 kcal per mole. Its LUMO energy is -5.746 eV. For the molar mass, the calculation gives 425.80 g mol⁻¹. As for the charge: +1. The HOMO-LUMO gap is 0.2689 hartree.



Record 10
The following is a quantum chemistry calculation of a cluster of 5 separate species, C16H41N4O6S4 in total, from the OMol25 dataset.

Positions of all 71 atoms, in Å:
C -4.747 1.759 2.820
C -4.222 0.654 1.941
N -4.554 -0.574 1.987
C -3.226 1.115 0.887
N -2.314 0.070 0.367
C -1.330 0.652 -0.584
C -1.916 0.774 -1.978
O -2.761 1.933 -2.091
C -2.304 2.919 -2.943
C -1.022 3.553 -2.502
O -2.948 3.230 -3.884
C -1.634 -0.630 1.377
N -0.597 -0.149 2.183
N -1.978 -1.865 1.555
H -3.991 2.068 3.550
H -5.015 2.636 2.217
H -5.644 1.432 3.356
H -5.264 -0.735 2.704
H -3.795 1.462 0.017
H -2.662 1.983 1.268
H -0.435 0.028 -0.625
H -1.012 1.652 -0.251
H -1.085 0.827 -2.691
H -2.540 -0.095 -2.219
H -1.076 3.838 -1.448
H -0.851 4.457 -3.093
H -0.178 2.869 -2.657
H -0.775 0.787 2.531
H 0.320 -0.233 1.733
H -2.707 -2.278 0.989
H -1.535 -2.405 2.289
C 2.808 -3.660 3.906
S 1.410 -2.763 3.228
O 1.875 -1.784 2.206
C 1.107 -1.813 4.726
H 3.193 -4.323 3.134
H 3.581 -2.954 4.211
H 2.458 -4.246 4.754
H 2.002 -1.241 4.969
H 0.851 -2.490 5.541
H 0.279 -1.138 4.528
C 2.742 -2.612 -1.673
S 2.901 -1.123 -0.697
O 1.665 -0.309 -0.948
C 4.205 -0.394 -1.691
H 1.923 -3.197 -1.259
H 2.529 -2.355 -2.710
H 3.665 -3.187 -1.622
H 3.876 -0.308 -2.726
H 5.090 -1.024 -1.621
H 4.420 0.592 -1.283
C 6.546 -5.300 -1.976
S 5.714 -5.424 -3.563
O 4.491 -4.578 -3.474
C 5.174 -7.124 -3.367
H 6.920 -4.282 -1.882
H 5.835 -5.515 -1.178
H 7.380 -5.999 -1.948
H 4.559 -7.206 -2.471
H 6.046 -7.775 -3.302
H 4.588 -7.382 -4.246
C -3.204 8.199 -0.251
S -2.878 6.486 0.170
O -1.767 6.037 -0.715
C -4.386 5.820 -0.546
H -2.343 8.781 0.068
H -3.333 8.283 -1.329
H -4.095 8.538 0.278
H -4.428 6.077 -1.604
H -5.249 6.221 -0.014
H -4.353 4.738 -0.432

The value obtained for the energy is -78834.29253 eV. Its LUMO energy is -2.944 eV. For the molar mass, the calculation gives 513.79 g mol⁻¹. As for the charge: +1. The HOMO-LUMO gap is 0.2911 hartree.



Record 11
The following is a quantum chemistry calculation of a structure of composition C10H16N2O3Ti in a non-equilibrium geometry, from the OMol25 dataset.

Positions of all 32 atoms, in Å:
Ti -0.257 0.092 -0.737
O 0.911 1.761 -1.086
C 2.278 1.376 -1.502
C 2.468 -0.107 -1.238
C 3.629 -0.671 -1.684
C 4.047 -1.852 -1.062
C 3.176 -2.453 -0.116
C 1.927 -1.958 0.154
N 1.586 -0.798 -0.439
H 0.542 2.576 -1.550
H 3.022 1.969 -0.930
H 2.367 1.614 -2.595
H 4.316 -0.246 -2.392
H 5.030 -2.283 -1.315
H 3.455 -3.222 0.597
H 1.291 -2.470 0.836
C -2.714 0.501 2.789
C -2.419 0.979 1.380
C -3.698 0.581 0.616
C -1.192 0.115 1.004
H -3.516 1.181 3.267
H -1.839 0.624 3.466
H -3.189 -0.566 2.801
H -2.228 2.057 1.283
H -3.864 -0.479 0.801
H -3.709 0.886 -0.452
H -4.564 1.110 1.121
H -1.500 -0.938 0.944
H -0.408 0.171 1.742
O -1.660 1.180 -1.472
N -2.068 0.166 -2.225
O -1.219 -0.897 -2.007

The value obtained for the energy is -42847.30267 eV. The energy above the lowest of the compared OMol25 structures with the same formula, charge and spin comes out at 12.9 kcal per mole. Its LUMO energy is -9.923 eV. For the molar mass, the calculation gives 260.12 g mol⁻¹. As for the charge: +2. The HOMO-LUMO gap is 0.2718 hartree.



Record 12
The following is a quantum chemistry calculation of a cluster of 5 separate species, C23H29N6 in total, from the OMol25 dataset.

Positions of all 58 atoms, in Å:
N 0.011 1.389 1.687
C 0.196 0.120 1.066
C 1.635 -0.332 0.734
C 1.813 -1.832 0.559
N 1.706 -2.629 1.801
H 0.935 1.754 1.913
H -0.315 0.038 0.085
H -0.274 -0.746 1.625
H 1.961 0.177 -0.183
H 2.301 0.031 1.533
H 2.774 -2.071 0.087
H 1.043 -2.207 -0.129
H 2.059 -2.054 2.562
H 0.720 -2.733 2.016
N 3.017 2.075 3.546
C 2.749 1.417 4.666
C 3.306 1.755 5.894
C 4.178 2.831 5.952
C 4.452 3.529 4.786
C 3.842 3.112 3.609
H 2.045 0.597 4.572
H 3.054 1.186 6.779
H 4.632 3.124 6.891
H 5.118 4.382 4.783
H 4.020 3.643 2.679
N -1.456 0.851 -1.831
C -2.006 1.659 -0.925
C -3.282 2.183 -1.118
C -3.971 1.873 -2.283
C -3.366 1.061 -3.237
C -2.100 0.570 -2.951
H -1.416 1.848 -0.019
H -3.729 2.801 -0.350
H -4.980 2.238 -2.436
H -3.875 0.781 -4.150
H -1.603 -0.112 -3.637
N 2.141 -1.249 -5.822
C 3.317 -1.393 -5.217
C 3.595 -0.905 -3.947
C 2.599 -0.225 -3.264
C 1.368 -0.065 -3.881
C 1.192 -0.596 -5.150
H 4.081 -1.930 -5.770
H 4.570 -1.066 -3.506
H 2.763 0.161 -2.266
H 0.565 0.450 -3.373
H 0.236 -0.491 -5.654
N -6.032 -2.207 -0.769
C -5.774 -3.245 0.026
C -4.633 -3.349 0.810
C -3.702 -2.322 0.772
C -3.958 -1.234 -0.046
C -5.131 -1.226 -0.790
H -6.513 -4.039 0.038
H -4.483 -4.222 1.431
H -2.793 -2.359 1.360
H -3.260 -0.412 -0.115
H -5.336 -0.387 -1.444

The value obtained for the energy is -33260.13106 eV. Its LUMO energy is 2.850 eV. For the molar mass, the calculation gives 389.53 g mol⁻¹. As for the charge: -1. The HOMO-LUMO gap is 0.1656 hartree.



Which of these has the lowest molar mass? C5H8O



What is the formula in the tenth record? C16H41N4O6S4



The highest energy belongs to which entry? C5H8O